[1]
C4H8O2Si | ωB97M-V with the def2-TZVPD basis set

ORCA input file:
```
! wB97M-V def2-TZVPD RIJCOSX def2/J DEFGRID3
* xyz 0 1
C -1.609 -0.290 -0.340
C -0.084 -0.075 -0.631
Si 0.513 1.359 0.454
C 0.960 -0.515 0.856
O 2.190 -1.082 0.530
C 2.908 -0.434 -0.284
O 2.647 0.528 -0.879
H -2.028 -1.152 -0.901
H -2.241 0.624 -0.540
H -1.757 -0.446 0.741
H 0.361 -0.351 -1.531
H 1.314 2.403 0.108
H -0.319 1.819 1.505
H 0.361 -1.141 1.516
H 3.904 -1.041 -0.434
*
```

Structure (SMILES): C[C@H]1[SiH2][C@@H]1OC=O
Calculated total energy in hartree: -597.06727
HOMO energy in Ha: -0.3252
E_LUMO in eV: 0.94

Atom charges from the Mulliken analysis, given in e for atoms 1 to 2: atom 1 (C): -1.082, atom 2 (C): -0.266

***

[2]
C4H8O3 | ωB97M-V with the def2-TZVPD basis set

ORCA input file:
```
! wB97M-V def2-TZVPD RIJCOSX def2/J DEFGRID3
* xyz 0 1
C -0.617 -0.912 -0.333
C 0.368 0.048 0.012
C -0.063 1.380 0.516
C 0.298 -0.448 -1.795
O -1.963 -0.676 -0.225
O 1.237 -0.909 2.023
O -0.256 0.131 -2.696
H -2.218 0.030 -0.838
H 1.410 -0.186 2.637
H -0.306 -1.955 -0.242
H 1.522 -0.573 1.060
H 1.146 -1.136 -1.947
H -0.448 1.971 -0.323
H -0.892 1.306 1.222
H 0.782 1.929 0.928
*
```

Calculated total energy in hartree: -382.76622
HOMO energy in Ha: -0.3310
E_LUMO in eV: -0.68

Atom charges from the Mulliken analysis, given in e for atoms 1 to 2: atom 1 (C): -0.239, atom 2 (C): 0.215

***

> Which formula does entry 2 have?

C4H8O3